(1)
DFT (ωB97M-V with the def2-TZVPD basis set) results for a 2-piece molecular cluster, C2H6OS2 overall at a distorted geometry.

Structure (ORCA input):
```
! RIJCOSX wB97M-V def2-TZVPD def2/J DEFGRID3
* xyz -1 2
S 0.489 0.384 0.124
S 1.235 -0.121 2.141
O -2.090 -0.164 -1.916
C -2.179 0.987 -2.358
C 0.822 -1.273 -0.565
H 0.969 -1.129 -1.620
H -3.097 1.358 -2.847
H 0.596 0.926 2.670
H -1.357 1.678 -2.193
H 1.677 -1.701 -0.069
H -0.054 -1.896 -0.384
*
```

Values from the calculation:
Lowest unoccupied orbital energy (spin up / spin down)   2.8 / 2.8 eV

(2)
DFT (ωB97M-V with the def2-TZVPD basis set) results for a 2-piece molecular cluster, C2H6OS2 overall.

Structure (ORCA input):
```
! RIJCOSX wB97M-V def2-TZVPD def2/J DEFGRID3
* xyz 0 1
S -1.483 -1.040 0.763
S -1.068 0.406 -0.620
O 2.989 0.096 -0.011
C -0.179 1.660 0.338
C 2.369 -0.565 -0.788
H 1.491 -1.147 -0.465
H -0.765 2.077 1.173
H 0.801 1.275 0.597
H -0.220 -1.168 1.178
H -0.026 2.477 -0.356
H 2.540 -0.623 -1.884
*
```

Values from the calculation:
SMILES   C=O.CSS
Lowest unoccupied orbital energy   0.5 eV

(3)
DFT (ωB97M-V with the def2-TZVPD basis set) results for a 2-piece molecular cluster, C2H6OS2 overall at a distorted geometry.

Structure (ORCA input):
```
! RIJCOSX wB97M-V def2-TZVPD def2/J DEFGRID3
* xyz 0 1
S 1.869 -0.385 -0.604
S 0.719 -2.234 -1.108
O -0.054 -0.126 1.648
C -1.204 -0.160 1.962
C 0.746 1.011 -0.886
H 0.228 -1.576 -2.258
H -0.260 0.849 -1.260
H -1.626 -0.404 2.926
H 0.290 1.386 0.044
H -1.951 -0.106 1.049
H 1.244 1.745 -1.512
*
```

Values from the calculation:
SMILES   C=O.CSS
Lowest unoccupied orbital energy   0.2 eV

(4)
DFT (ωB97M-V with the def2-TZVPD basis set) results for a 2-piece molecular cluster, C2H6OS2 overall at a distorted geometry.

Structure (ORCA input):
```
! RIJCOSX wB97M-V def2-TZVPD def2/J DEFGRID3
* xyz 0 1
S -1.025 -0.075 -0.004
S -0.670 2.856 1.712
O -2.115 2.249 2.145
C 0.441 -0.949 0.051
C 1.018 -0.907 -1.380
H 1.146 -0.395 0.676
H 0.417 -1.995 0.536
H 0.175 -0.512 -1.959
H 1.913 -0.166 -1.420
H 1.290 -1.923 -1.696
H -2.592 1.817 1.341
*
```

Values from the calculation:
Lowest unoccupied orbital energy (spin up / spin down)   -1.9 / -1.5 eV

(5)
DFT (ωB97M-V with the def2-TZVPD basis set) results for a 2-piece molecular cluster, C2H6OS2 overall at a distorted geometry.

Structure (ORCA input):
```
! RIJCOSX wB97M-V def2-TZVPD def2/J DEFGRID3
* xyz 1 2
S 1.463 0.498 2.021
S 3.143 0.673 0.934
O -1.304 -1.392 0.087
C -1.587 -0.262 -0.615
C -0.703 0.255 -1.483
H 3.875 0.192 1.995
H 0.010 -0.478 -1.848
H -2.609 0.089 -0.479
H -2.089 -1.940 0.123
H 0.625 1.136 1.188
H -0.824 1.230 -1.924
*
```

Values from the calculation:
Lowest unoccupied orbital energy (spin up / spin down)   -5.2 / -8.5 eV

(6)
DFT (ωB97M-V with the def2-TZVPD basis set) results for a 2-piece molecular cluster, C2H6OSSi overall at a distorted geometry.

Structure (ORCA input):
```
! RIJCOSX wB97M-V def2-TZVPD def2/J DEFGRID3
* xyz 0 1
S 3.745 0.599 0.126
Si -2.387 0.229 -1.185
O 2.801 -0.005 -0.833
C 3.128 1.643 2.589
C 2.643 1.464 1.340
H -2.234 0.923 0.219
H -1.519 -0.927 -1.458
H 4.112 1.404 2.932
H -3.028 0.973 -2.216
H 1.582 1.360 1.222
H 2.341 1.952 3.303
*
```

Values from the calculation:
Lowest unoccupied orbital energy (spin up / spin down)   -0.4 / -1.0 eV

(7)
DFT (ωB97M-V with the def2-TZVPD basis set) results for C2H6OSSn as an isolated structure at a distorted geometry.

Structure (ORCA input):
```
! RIJCOSX wB97M-V def2-TZVPD def2/J DEFGRID3
* xyz 2 1
Sn -2.309 2.666 1.001
S -0.532 -0.760 0.422
O -1.313 0.187 1.373
C 1.246 -0.674 0.740
C -0.540 -0.027 -1.219
H -0.273 1.028 -1.122
H 0.280 -0.538 -1.729
H 1.474 0.377 0.527
H 1.597 -0.733 1.769
H -1.442 -0.270 -1.777
H 1.812 -1.255 0.015
*
```

Values from the calculation:
Lowest unoccupied orbital energy   -12.1 eV

(8)
DFT (ωB97M-V with the def2-TZVPD basis set) results for a 2-piece molecular cluster, C2H6OSi overall at a distorted geometry.

Structure (ORCA input):
```
! RIJCOSX wB97M-V def2-TZVPD def2/J DEFGRID3
* xyz 0 1
Si 1.345 -1.126 -0.085
O -1.533 -0.191 -0.064
C -2.656 -0.417 0.232
C 1.918 0.733 0.193
H -3.466 -0.020 -0.447
H 1.232 1.372 -0.394
H 2.869 1.192 -0.199
H -2.853 -1.112 1.191
H 1.206 -1.350 -1.707
H 1.937 0.921 1.279
*
```

Values from the calculation:
Lowest unoccupied orbital energy   -0.1 eV